Entry 1:
13
Properties=species:S:1:pos:R:3 method="wB97M-V/def2-TZVPD" e_lumo_ev=0.534 homo_lumo_gap_ev=10.58 relative_energy_kcal_mol=23.24 energy_ha=-249.43620 homo_ha=-0.3693
C 2.52914 -0.47741 -0.31147
C 1.20364 -0.30770 0.47960
C 0.40474 0.86089 0.06749
C -0.92169 0.99705 -0.06447
C -1.85914 -0.08638 -0.05660
H 2.24482 -0.50602 -1.41266
H 3.09472 -1.37156 -0.04459
H 3.22221 0.40141 -0.27145
H 1.45401 -0.17770 1.51324
H 0.55120 -1.22585 0.39942
H 1.00728 1.75271 -0.03566
H -1.33674 2.01944 -0.21992
N -2.62537 -0.97301 -0.08796

Entry 2:
13
Properties=species:S:1:pos:R:3 method="wB97M-V/def2-TZVPD" e_lumo_ev=1.122 homo_lumo_gap_ev=9.85 relative_energy_kcal_mol=65.42 energy_ha=-249.36898 homo_ha=-0.3206
C 0.40391 1.14482 0.25353
C 0.45004 0.56796 -1.11741
C -0.18461 -0.59620 -1.22886
C -0.83489 -1.04627 0.02420
N -0.10361 -1.07241 1.25766
C -0.50889 0.27805 1.08576
H 0.28238 2.23904 0.31758
H 1.44761 0.83713 0.40551
H 1.11943 1.03355 -1.82826
H -0.33585 -1.07115 -2.19218
H -1.59148 -1.84654 -0.10259
H 0.88932 -1.23759 1.19397
H -1.03337 0.76962 1.93111

Entry 3:
13
Properties=species:S:1:pos:R:3 method="wB97M-V/def2-TZVPD" e_lumo_ev=0.257 homo_lumo_gap_ev=8.25 relative_energy_kcal_mol=142.92 energy_ha=-249.24548 homo_ha=-0.2938
C -1.00140 1.26507 0.11984
C -1.04045 -1.01825 0.33853
C -0.25429 0.71856 -0.86198
N 0.97743 -0.00008 -0.72540
C 1.38714 -0.21948 0.67022
C 0.46507 -1.16167 0.02728
H -0.65684 1.43965 1.13025
H -1.96051 1.70225 -0.14322
H -1.54867 -1.23376 -0.62097
H -0.63555 0.70434 -1.88022
H 1.00631 0.42449 1.45635
H 2.44039 -0.46653 0.74836
H 0.82138 -2.15457 -0.25903

Entry 4:
13
Properties=species:S:1:pos:R:3 method="wB97M-V/def2-TZVPD" e_lumo_ev=1.005 homo_lumo_gap_ev=8.71 relative_energy_kcal_mol=78.45 energy_ha=-249.34823 homo_ha=-0.2830
C 1.58922 0.02313 0.23301
C 0.47980 0.12309 -0.80884
C -0.34068 -1.00577 -0.78192
N -1.49701 -0.69029 -0.17021
C -1.51172 0.67594 0.16749
C -0.35837 1.18703 -0.38245
H 0.98759 -0.04476 1.17568
H 2.20568 -0.87390 0.15291
H 2.19826 0.92071 0.34879
H -0.08722 -2.03607 -1.00024
H -2.26207 -1.32643 -0.00859
H -1.39721 0.85386 1.24643
H -0.00626 2.19346 -0.17208

Entry 5:
13
Properties=species:S:1:pos:R:3 method="wB97M-V/def2-TZVPD" e_lumo_ev=0.871 homo_lumo_gap_ev=10.67 relative_energy_kcal_mol=78.52 energy_ha=-249.34812 homo_ha=-0.3602
C 1.46630 0.80200 0.04515
C -2.53566 0.58708 -0.35229
C 1.24948 -1.62173 -0.07842
C -2.92840 -0.33756 0.29416
C 0.69800 -0.42616 0.09562
N 0.87284 1.91464 0.12085
H 2.55296 0.68011 -0.08195
H -2.14455 1.39626 -0.89783
H -0.36170 -0.30304 0.25743
H 0.65159 -2.52013 -0.06892
H 2.30791 -1.75355 -0.24606
H -3.30323 -1.15022 0.84534
H 1.47446 2.73229 0.06691

Entry 6:
13
Properties=species:S:1:pos:R:3 method="wB97M-V/def2-TZVPD" e_lumo_ev=1.193 homo_lumo_gap_ev=10.73 relative_energy_kcal_mol=128.78 energy_ha=-249.26802 homo_ha=-0.3506
C 0.22564 1.24721 0.94957
C 0.14540 1.56769 -0.30078
C 1.10676 0.46496 0.02040
C 0.79973 -0.96975 -0.34722
N -0.64525 -1.43455 -0.31744
C -0.09006 -1.31345 -1.43559
H -0.11532 1.36837 1.96615
H -2.50046 -0.14615 1.82791
H -0.30655 2.15236 -1.08707
H 2.18315 0.66846 0.00915
H 1.53274 -1.70313 -0.00596
H -2.12909 -0.55062 1.32184
H -0.34748 -1.40641 -2.48496

Entry 7:
13
Properties=species:S:1:pos:R:3 method="wB97M-V/def2-TZVPD" e_lumo_ev=1.086 homo_lumo_gap_ev=9.42 relative_energy_kcal_mol=11.24 energy_ha=-249.45533 homo_ha=-0.3064
C 0.24725 1.79150 0.08935
N 0.33215 0.35553 0.26724
C -0.65532 -0.33790 0.93280
C -0.82435 -1.55496 0.33323
C 0.09795 -1.61465 -0.75855
C 0.78657 -0.43418 -0.76567
H -0.03655 2.27183 1.02727
H -0.51450 2.01003 -0.66717
H 1.20752 2.18665 -0.24899
H -1.14657 0.10177 1.79214
H -1.52646 -2.32062 0.63917
H 0.23101 -2.43016 -1.45707
H 1.56655 -0.06368 -1.41997

Entry 8:
13
Properties=species:S:1:pos:R:3 method="wB97M-V/def2-TZVPD" e_lumo_ev=1.202 homo_lumo_gap_ev=10.33 relative_energy_kcal_mol=38.46 energy_ha=-249.41195 homo_ha=-0.3353
C -0.30745 -0.84515 0.93651
C 0.96660 -0.03093 1.06941
C -0.78217 -0.48933 -0.46480
C 0.20125 0.44805 -1.06722
N -1.08400 0.93507 -0.54346
C 1.27384 0.63583 -0.04433
H -0.13414 -1.91841 1.08312
H -1.06346 -0.52448 1.66330
H 1.51279 0.03750 2.00530
H -1.30327 -1.21942 -1.08351
H 0.41091 0.45241 -2.13609
H -1.77195 1.19635 -1.23629
H 2.11794 1.30559 -0.17533

Entry 9:
13
Properties=species:S:1:pos:R:3 method="wB97M-V/def2-TZVPD" e_lumo_ev=0.321 homo_lumo_gap_ev=10.14 relative_energy_kcal_mol=49.36 energy_ha=-249.39459 homo_ha=-0.3609
N 2.74474 0.42708 1.23173
C 2.08345 -0.25070 0.56377
C 1.25536 -1.07607 -0.26996
C 0.09919 -1.56697 0.16896
C -1.68830 0.87992 0.07073
C -0.66126 1.54553 -0.44183
H 1.59273 -1.22238 -1.29105
H -0.54651 -2.14830 -0.48115
H -0.25021 -1.38064 1.17972
H -2.44884 0.42314 -0.55824
H -1.80017 0.74276 1.14394
H 0.12138 1.96677 0.18581
H -0.53608 1.66199 -1.51590

Entry 10:
13
Properties=species:S:1:pos:R:3 method="wB97M-V/def2-TZVPD" e_lumo_ev=1.085 homo_lumo_gap_ev=9.18 relative_energy_kcal_mol=9.57 energy_ha=-249.45798 homo_ha=-0.2974
C -1.50250 0.10456 -1.15569
C -0.18533 0.24146 -0.46596
C 0.09701 1.05690 0.59986
N 1.08313 0.45043 1.34078
C 1.45453 -0.72052 0.73401
C 0.72313 -0.85033 -0.41099
H -2.03103 -0.65464 -0.56898
H -2.11354 1.00997 -1.13766
H -1.41448 -0.28197 -2.17338
H -0.37484 1.97750 0.92188
H 1.38944 0.75903 2.24641
H 2.10610 -1.43537 1.20043
H 0.76838 -1.65702 -1.13070

Entry 11:
13
Properties=species:S:1:pos:R:3 method="wB97M-V/def2-TZVPD" e_lumo_ev=0.918 homo_lumo_gap_ev=8.42 relative_energy_kcal_mol=106.02 energy_ha=-249.30429 homo_ha=-0.2756
C -0.93161 -0.75768 -0.50553
C -1.17251 0.12327 1.13196
C 1.31350 0.01802 0.27122
C 0.83243 1.32216 -0.46503
C -0.16374 0.30412 0.07410
N -1.39780 -1.70975 -1.07389
H -2.03878 0.70666 0.99833
H -1.00303 -0.67018 1.88128
H 1.74966 -0.78510 -0.27021
H 1.65550 0.05061 1.25910
H 1.04044 2.29356 -0.00205
H 0.86139 1.29478 -1.56410
H -0.74546 -2.19047 -1.73516

Entry 12:
13
Properties=species:S:1:pos:R:3 method="wB97M-V/def2-TZVPD" e_lumo_ev=1.102 homo_lumo_gap_ev=10.17 relative_energy_kcal_mol=90.31 energy_ha=-249.32931 homo_ha=-0.3334
C 0.51597 -0.66191 -1.87141
C -0.32831 -0.72866 -0.68311
C 0.39229 0.05627 0.39248
C -0.30697 0.76039 -0.81709
C -0.25163 0.22496 1.73295
N 0.54442 0.61586 -2.03115
H 1.00051 -1.32550 -2.41930
H -1.12589 -1.29246 -0.52456
H 1.52268 0.16296 0.24652
H -0.96635 1.59028 -0.63149
H -1.25555 0.39825 1.80638
H 0.36847 0.99113 2.41700
H -0.10964 -0.79157 2.38278